[1]
Below is 3 unconnected molecules or ions with the total composition C7H15NO2S in a non-equilibrium geometry, with properties calculated with ωB97M-V with the def2-TZVPD basis set.

Last column: Mulliken charge in e.
Cartesian coordinates (Å):
1 C 0.332 -0.362 -1.969  -0.48
2 C -2.222 -1.859 -3.934  0.81
3 C 2.600 1.013 1.459  -0.96
4 C 0.419 2.242 1.349  -1.01
5 C 0.465 0.100 2.521  -1.23
6 C -1.944 -0.205 -0.309  -0.53
7 C 1.104 1.169 1.703  0.83
8 N -0.121 -2.157 -0.016  -0.57
9 O -2.625 -0.782 -3.829  -0.40
10 O -1.817 -2.916 -4.044  -0.36
11 S -0.915 -1.490 -1.185  0.15
12 H 1.109 -0.722 -2.652  0.39
13 H 0.777 0.135 -1.009  -0.15
14 H 2.833 0.127 2.023  0.36
15 H 2.645 0.940 0.272  0.17
16 H 3.111 1.947 1.780  0.32
17 H 0.496 3.153 0.673  0.20
18 H -0.581 2.422 1.678  0.36
19 H -0.130 0.591 -2.392  0.34
20 H 1.081 0.152 3.540  0.37
21 H -0.660 0.233 2.772  0.25
22 H 0.608 -0.797 1.992  0.33
23 H -2.708 -0.465 0.405  0.36
24 H -1.245 0.528 0.233  -0.05
25 H -2.417 0.166 -1.234  0.31
26 H -0.195 -3.163 0.172  0.16

Cartesian forces, eV/Å:
C -0.472 3.442 2.322
C -0.479 1.366 0.175
C -1.597 0.899 -2.538
C -1.379 2.254 -1.383
C -0.244 1.724 3.167
C 1.746 1.528 -1.534
C 0.076 1.280 0.153
N 0.817 -0.394 0.623
O -0.341 0.755 0.017
O 0.753 -2.175 -0.364
S -0.033 -0.548 1.286
H -0.545 -0.621 0.426
H -0.153 -1.270 -1.574
H 1.081 -0.295 -0.326
H 0.698 -0.293 2.534
H -0.101 -0.942 -0.172
H 1.675 -1.386 0.677
H -0.912 -0.891 0.630
H 0.056 -1.537 0.016
H -1.404 -0.718 -1.857
H 1.981 -0.014 -0.573
H 0.145 -1.608 -0.286
H -0.001 -1.170 -0.026
H -0.890 -0.886 -1.171
H -0.128 0.888 0.711
H -0.348 0.611 -0.934

Values from the calculation:
Gap between HOMO and LUMO = 8.994 eV


[2]
Below is 9 unconnected molecules or ions with the total composition CH19O9 in a non-equilibrium geometry, with properties calculated with ωB97M-V with the def2-TZVPD basis set.

Last column: Mulliken charge in e.
Cartesian coordinates (Å):
1 C -0.779 -0.194 -0.147  -1.59
2 O -0.252 0.743 0.769  -0.88
3 H -1.089 -1.101 0.304  0.50
4 H -0.091 -0.452 -0.722  0.91
5 H -1.684 0.140 -0.594  0.28
6 O 3.121 -1.411 -1.841  -0.61
7 H 3.102 -2.142 -1.246  0.29
8 H 2.640 -0.818 -1.343  0.34
9 O 1.130 2.265 2.675  -0.62
10 H 0.740 1.722 2.087  0.20
11 H 0.922 3.182 2.402  0.30
12 O -1.500 -1.910 -3.207  -0.62
13 H -1.921 -2.130 -4.033  0.28
14 H -1.614 -0.979 -2.988  0.31
15 O -2.582 1.201 1.973  -0.72
16 H -1.747 1.148 1.379  0.36
17 H -3.331 0.709 1.877  0.23
18 O 0.674 -0.932 2.524  -0.71
19 H 0.751 -1.629 1.989  0.27
20 H 0.329 -0.251 1.943  0.49
21 O 2.292 0.766 -0.256  -0.76
22 H 1.380 0.912 0.192  0.50
23 H 2.889 0.779 0.470  0.29
24 O -0.124 -3.025 -1.267  -0.71
25 H -0.837 -2.805 -1.954  0.43
26 H -0.311 -2.316 -0.651  0.37
27 O -0.866 2.984 -0.457  -0.75
28 H -0.445 3.523 0.345  0.28
29 H -0.795 2.022 -0.223  0.34

Cartesian forces, eV/Å:
C -4.040 2.524 5.633
O -0.666 -0.028 -0.491
H -0.577 -1.165 1.327
H 5.808 -1.898 -5.999
H -0.822 0.638 -1.043
O 1.702 -1.767 -1.985
H 0.167 -1.267 0.304
H -1.760 3.076 1.590
O 2.361 4.169 3.301
H -2.450 -2.999 -3.354
H 0.126 -1.019 0.187
O -0.029 0.019 0.162
H -0.257 0.297 -0.297
H -0.096 0.001 -0.304
O 3.658 2.994 0.729
H -1.308 -0.785 0.842
H -2.313 -2.261 -1.190
O 0.107 2.995 3.951
H 0.615 -4.463 -3.068
H -0.589 1.008 -0.537
O -2.076 0.227 -0.222
H 1.000 -0.311 -0.738
H 0.849 0.012 0.968
O -1.487 0.067 -1.050
H 1.654 -0.688 0.997
H 0.326 -0.098 0.430
O 0.968 1.976 1.864
H -1.465 -2.301 -2.674
H 0.592 1.048 0.666

Values from the calculation:
Gap between HOMO and LUMO = 8.596 eV
Net charge = -1


[3]
Below is 2 unconnected molecules or ions with the total composition C5H12Si2 in a non-equilibrium geometry, with properties calculated with ωB97M-V with the def2-TZVPD basis set.

Last column: Mulliken charge in e.
Cartesian coordinates (Å):
1 C -2.304 -0.665 0.612  -0.58
2 C -1.413 -0.958 -0.378  -0.20
3 C -0.295 1.320 0.901  -0.91
4 C 0.512 0.601 -2.142  -1.00
5 C 2.653 -1.427 0.014  -1.15
6 Si -2.009 0.776 1.691  0.35
7 Si 0.157 -0.017 -0.462  0.41
8 H -3.044 -1.347 0.997  0.39
9 H -1.664 -1.989 -0.727  0.30
10 H -0.406 2.362 0.595  0.41
11 H 0.341 1.505 1.871  0.33
12 H 1.328 0.080 -2.663  0.34
13 H -0.338 0.294 -2.841  0.31
14 H 0.813 1.711 -2.143  0.31
15 H 2.221 -2.242 0.567  0.29
16 H 3.292 -1.704 -0.732  0.37
17 H 3.302 -0.733 0.573  0.31
18 H -3.097 1.735 1.443  -0.14
19 H -1.916 0.579 3.194  -0.14

Cartesian forces, eV/Å:
C 1.083 -0.329 0.327
C -1.914 -2.387 1.570
C 0.234 0.117 2.350
C 0.114 0.766 -2.076
C -2.567 2.339 2.109
Si 1.537 1.191 -0.392
Si 2.007 0.380 1.531
H -0.527 -0.555 -0.817
H 0.770 0.919 -0.658
H 0.046 -0.093 -0.716
H -0.539 -0.909 -1.941
H 0.156 0.096 0.645
H 0.616 1.177 0.959
H -0.883 -1.537 -0.240
H 0.172 -0.144 0.308
H 0.802 -1.009 -2.849
H -0.947 -0.112 0.472
H -0.097 0.288 0.121
H -0.063 -0.198 -0.703

Values from the calculation:
Gap between HOMO and LUMO = 7.753 eV


[4]
Below is a gas-phase ion, C13H27N6O4 (charge +1) in a non-equilibrium geometry, with properties calculated with ωB97M-V with the def2-TZVPD basis set.

Last column: Mulliken charge in e.
Cartesian coordinates (Å):
1 C 1.186 -0.527 4.137  -1.03
2 N 0.811 -0.844 2.739  -0.03
3 C -0.303 -1.316 2.236  0.39
4 O -1.321 -1.252 2.847  -0.65
5 C -0.357 -1.833 0.778  0.31
6 C -1.837 -2.010 0.300  -1.28
7 C -2.728 -0.914 -0.194  -0.63
8 C -3.086 0.104 0.848  -1.08
9 N -2.167 1.318 0.890  0.04
10 C -1.894 2.090 1.929  0.89
11 N -2.296 1.800 3.112  -0.35
12 N -1.158 3.115 1.828  -0.38
13 N 0.375 -1.137 -0.187  0.44
14 C 1.719 -0.847 -0.286  0.31
15 O 2.563 -1.214 0.518  -0.76
16 C 2.249 0.044 -1.417  0.18
17 N 1.215 0.642 -2.313  -0.33
18 C 0.303 1.635 -2.174  0.83
19 C -0.319 2.079 -3.429  -1.56
20 O -0.164 1.905 -1.040  -0.70
21 C 3.218 -0.759 -2.245  -0.53
22 C 2.424 -1.843 -2.952  -1.04
23 O 3.825 0.028 -3.167  -0.52
24 H 1.011 0.514 4.431  0.27
25 H 0.551 -1.144 4.732  0.38
26 H 2.267 -0.657 4.321  0.33
27 H 1.614 -0.797 2.031  0.11
28 H -0.044 -2.928 0.734  0.17
29 H -1.678 -2.601 -0.598  0.46
30 H -2.393 -2.622 0.965  0.48
31 H -3.646 -1.394 -0.543  0.39
32 H -2.195 -0.384 -1.012  0.24
33 H -4.044 0.433 0.676  0.68
34 H -3.298 -0.560 1.638  0.47
35 H -1.770 1.573 -0.041  0.07
36 H -2.235 2.550 3.732  0.17
37 H -2.757 0.916 3.413  0.25
38 H -0.910 3.646 2.630  0.19
39 H -0.728 3.282 0.979  0.16
40 H -0.108 -0.474 -0.871  -0.20
41 H 2.708 1.003 -1.058  0.42
42 H 1.394 0.518 -3.311  0.09
43 H -0.124 1.355 -4.282  0.35
44 H -1.299 2.499 -3.500  0.41
45 H 0.190 2.847 -3.806  0.52
46 H 3.891 -1.211 -1.534  0.69
47 H 1.576 -2.237 -2.293  0.20
48 H 1.924 -1.391 -3.822  0.37
49 H 3.083 -2.716 -3.244  0.34
50 H 4.763 -0.285 -3.122  0.42

Cartesian forces, eV/Å:
C -0.410 0.491 -0.822
N 5.072 0.926 -1.577
C 0.523 0.635 -1.171
O -3.409 -0.478 1.935
C -1.202 -2.337 1.031
C 1.336 -0.552 -1.223
C 1.378 1.411 -0.679
C 0.831 0.726 -0.617
N -0.444 -1.705 -0.898
C -1.268 -3.789 -1.815
N -2.206 -2.621 2.631
N 1.449 3.019 -0.038
N 1.526 3.730 -3.802
C -0.396 0.083 1.185
O -0.072 -0.334 -0.040
C -1.554 2.651 0.103
N 0.152 -0.178 -1.976
C -1.505 -1.833 2.914
C -0.486 -2.726 -1.688
O 0.747 0.526 -0.919
C -1.978 -1.562 0.924
C -0.841 -1.686 0.353
O 2.989 0.628 -0.853
H -0.341 -0.033 -0.368
H -0.053 -0.464 0.839
H -0.600 -0.551 -0.349
H -1.312 -0.425 1.601
H 0.157 1.279 0.594
H -0.126 -0.510 -0.131
H -0.134 -0.576 0.934
H 0.187 0.276 -0.255
H -0.701 -0.347 -0.165
H -2.239 1.456 -0.950
H 0.994 0.190 2.454
H -0.135 -0.224 1.095
H -0.080 0.679 1.610
H 0.686 1.155 -0.673
H 0.340 0.327 0.259
H 1.100 0.748 -1.909
H 0.285 -1.538 1.533
H 0.206 -1.378 0.668
H 0.341 -0.311 0.600
H -0.731 0.405 1.171
H -0.982 -0.526 0.876
H 2.711 3.581 -1.245
H 0.414 -0.067 0.280
H 1.240 0.247 -0.838
H 0.383 -0.457 0.026
H -0.865 1.072 0.084
H -0.977 0.970 -0.698

Values from the calculation:
Gap between HOMO and LUMO = 9.871 eV
Net charge = +1
SMILES = CNC(=O)[C@@H](CCCNC(N)=[NH2+])NC(=O)[C@H](NC(C)=O)[C@@H](C)O


[5]
Below is a single C5H7PS molecule in a non-equilibrium geometry, with properties calculated with ωB97M-V with the def2-TZVPD basis set.

Last column: Mulliken charge in e.
Cartesian coordinates (Å):
1 C -1.812 -1.344 -0.376  -0.05
2 C -1.646 0.022 0.164  -0.28
3 C -0.874 -2.206 -0.445  -0.60
4 C -0.614 0.893 0.166  -0.51
5 C 2.121 0.890 0.634  -0.98
6 P 1.001 0.152 -0.486  0.29
7 S 1.339 0.880 -2.284  -0.36
8 H -2.824 -1.684 -0.247  0.30
9 H -2.547 0.451 0.346  0.34
10 H -0.475 -3.155 -0.653  0.35
11 H -0.610 1.876 0.415  0.54
12 H 1.596 0.886 1.609  0.33
13 H 3.088 0.375 0.688  0.32
14 H 2.258 1.963 0.470  0.33

Cartesian forces, eV/Å:
C -0.379 0.686 1.966
C 1.990 1.495 -1.318
C 2.102 0.288 -0.458
C 0.934 -5.869 -1.705
C 0.992 0.623 2.182
P -2.272 0.778 -1.158
S 0.008 -0.425 -0.056
H -0.713 -0.192 -0.638
H -2.815 1.152 1.018
H 0.057 -0.823 -0.199
H -0.343 2.712 0.879
H 0.549 -0.465 -0.097
H -0.264 0.253 0.087
H 0.152 -0.212 -0.501

Values from the calculation:
Gap between HOMO and LUMO (spin up / spin down) = 8.126 / 6.728 eV


[6]
Below is a molecular structure, C4H7NO, with properties calculated with ωB97M-V with the def2-TZVPD basis set.

Last column: Mulliken charge in e.
Cartesian coordinates (Å):
1 C -1.840 -0.608 -0.394  -0.64
2 N -1.194 0.899 0.286  -0.54
3 C -0.583 0.089 -0.766  0.03
4 C 0.745 -0.497 -0.366  -0.08
5 C 1.754 0.286 0.348  -0.36
6 O 0.946 -0.677 1.029  -0.45
7 H -1.602 -1.330 0.403  0.21
8 H -2.285 0.616 0.114  0.37
9 H -0.827 0.606 1.192  0.32
10 H -0.541 0.602 -1.729  0.26
11 H 1.078 -1.335 -0.980  0.38
12 H 2.807 0.023 0.265  0.28
13 H 1.542 1.325 0.596  0.22

Cartesian forces, eV/Å:
C 0.185 -0.336 -0.038
N 0.013 0.079 0.116
C 0.117 -0.013 -0.075
C -0.095 -0.063 -0.185
C 0.187 0.179 -0.045
O -0.031 -0.097 0.126
H -0.038 0.119 -0.110
H -0.065 0.194 0.139
H -0.070 0.032 -0.113
H -0.009 -0.092 0.125
H -0.039 0.136 0.087
H -0.170 0.026 0.006
H 0.015 -0.165 -0.033

Values from the calculation:
Gap between HOMO and LUMO = 9.743 eV


E_tot (computed, a.u.): -879.01298; -726.63249; -776.54593; -1140.84485; -934.08824; -286.41656